47
Properties=species:S:1:pos:R:3:forces:R:3 method="wB97M-V/def2-TZVPD" spin_multiplicity=2 lumo_ev="-10.63 / -11.40" s2=0.78 orbital_gap_ev="4.799 / 4.031" total_charge=+2
In -3.7236 -20.9418 8.9563 -1.58 0.25 -2.02
C -5.1058 -25.9332 8.3412 2.04 3.09 -0.01
C -6.1800 -26.6084 8.8016 -2.68 -6.46 -0.45
C -7.3032 -25.8976 9.5660 -4.42 -4.41 1.01
O -8.3802 -26.4926 9.9603 3.81 1.04 -1.61
C -7.2755 -24.5626 9.8585 1.08 2.01 0.01
C -6.1325 -23.8047 9.5081 1.66 0.68 -1.19
C -5.0117 -24.5004 8.6056 -0.22 1.14 0.80
O -4.1025 -23.7637 8.2360 -0.18 -0.33 0.02
O -5.9826 -22.6124 9.7657 0.28 -0.35 0.10
O -6.2250 -27.8792 8.4796 -0.49 4.74 1.67
H -4.2801 -26.4586 7.8845 0.02 -0.06 -0.22
H -8.1030 -24.0565 10.3334 -0.23 -0.20 0.09
C -8.4342 -19.0083 8.5679 -0.52 0.03 -0.23
C -7.1017 -19.7079 8.3462 -1.02 0.68 1.62
C -6.9931 -20.2968 6.9952 -0.36 0.93 0.01
O -5.9323 -21.1841 7.0879 0.89 -1.57 -1.03
C -5.7934 -21.9918 5.9113 0.27 -0.31 -0.99
N -6.0067 -18.7839 8.6943 -0.06 -0.81 0.34
H -8.6608 -18.3384 7.7385 -0.19 0.09 0.06
H -8.4945 -18.4587 9.5073 0.25 0.09 -0.04
H -9.2004 -19.7790 8.6534 -0.18 0.08 -0.27
H -7.1194 -20.5176 9.0757 0.52 -0.10 0.01
H -6.8679 -19.5000 6.2620 0.61 0.24 -0.38
H -7.9530 -20.7104 6.6860 0.03 -0.75 0.23
H -6.7338 -22.3778 5.5180 -0.41 0.20 0.43
H -5.1464 -22.8621 6.0211 0.08 0.27 0.78
H -5.3420 -21.4421 5.0854 -0.02 0.36 0.09
H -5.9570 -18.0090 8.0485 0.29 0.05 -0.50
H -6.2619 -18.3325 9.5611 0.27 -0.10 0.58
C -2.9139 -17.9736 4.6345 -0.30 0.04 -0.93
C -3.2794 -19.2789 5.3422 0.04 -0.45 0.12
C -2.3042 -20.4528 5.2402 0.88 0.06 0.00
O -2.6820 -21.5549 6.0999 -0.12 0.36 0.43
C -1.6919 -22.5968 6.0853 0.12 -0.46 -1.14
N -3.6279 -18.9347 6.7341 0.41 -0.23 -0.06
H -2.0954 -17.3626 5.0150 0.40 -0.61 0.17
H -3.7598 -17.2870 4.6693 -0.33 -0.13 0.17
H -2.7970 -18.1394 3.5636 0.40 -0.05 -0.03
H -4.2032 -19.6369 4.8877 -0.08 -0.02 -0.04
H -1.2505 -20.2098 5.3774 0.12 0.48 0.94
H -2.2133 -20.7266 4.1891 -0.81 -0.61 -0.24
H -0.7815 -22.3526 6.6328 0.04 0.36 -0.22
H -1.5159 -22.8184 5.0327 0.70 0.23 -0.09
H -2.0114 -23.5810 6.4278 -0.86 0.48 0.63
H -2.9600 -18.2159 6.9735 0.46 0.10 0.66
H -4.4576 -18.3836 6.5666 -0.63 -0.08 0.72


44
Properties=species:S:1:pos:R:3:forces:R:3 method="wB97M-V/def2-TZVPD" lumo_ev=-4.24 relative_energy_kcal_mol=0.00 orbital_gap_ev=7.800 total_charge=+1
C -0.2703 4.2671 1.2870 0.20 -1.11 -0.01
C -0.6805 4.1814 -0.1774 0.01 1.90 -0.85
O -0.6020 5.1709 -0.8729 -0.20 -1.23 0.46
O -1.1635 3.0229 -0.7337 0.46 0.13 1.00
C -0.9077 1.8497 0.0346 0.55 -0.88 0.17
C -1.2931 0.5780 -0.7091 -0.37 -0.21 0.45
C -1.3268 -0.6795 0.1970 0.42 -0.30 -0.89
C 0.0936 -1.2581 0.4678 -1.09 0.90 0.72
C 0.6397 -0.6255 1.7634 0.59 -0.66 0.01
C 2.1626 -0.8252 2.0183 -0.13 0.48 -0.06
C 3.0261 -0.7488 0.7905 -0.23 -0.47 0.93
C 2.9600 0.2105 -0.1838 -0.58 1.05 -0.34
C 3.8270 0.2078 -1.2489 0.42 0.03 -0.33
C 4.8014 -0.7798 -1.3329 0.09 0.33 -0.57
C 4.8356 -1.7240 -0.3648 0.83 -0.71 -0.05
N 3.9721 -1.6863 0.6539 0.00 -0.29 0.19
H 0.6712 3.7215 1.4437 -0.14 0.02 -0.10
H -0.0746 5.2925 1.5843 -0.32 0.04 -0.27
H -0.9986 3.7808 1.9420 0.00 0.26 -0.02
H -1.4093 1.8387 1.0115 -0.22 0.32 -0.24
H 0.1679 1.7973 0.2645 -0.12 0.16 -0.07
H -0.5955 0.3493 -1.5224 -0.23 0.35 -0.13
H -2.3009 0.7044 -1.1183 0.20 0.10 -0.15
H -1.8633 -0.4895 1.1329 0.03 -0.08 -0.10
H -1.8975 -1.4347 -0.3628 0.10 0.25 0.44
H 0.0052 -2.3362 0.6286 0.25 0.05 -0.26
H 0.6857 -1.0289 -0.4227 0.17 -0.29 0.16
H 0.1281 -1.1299 2.5894 0.03 0.23 -0.01
H 0.4077 0.4352 1.8735 -0.03 -0.08 -0.28
H 2.3746 -1.7553 2.5551 -0.10 0.02 -0.15
H 2.4934 -0.0081 2.6735 0.05 -0.20 0.02
H 2.2207 0.9994 -0.1111 -0.04 -0.15 0.10
H 3.7872 0.9661 -2.0219 -0.16 0.04 0.14
H 5.5261 -0.8119 -2.1348 -0.10 0.01 0.00
H 5.5673 -2.5229 -0.3772 -0.14 0.00 0.17
H 4.0477 -2.4028 1.3673 -0.09 0.03 -0.01
C -4.5464 -2.2650 -1.1918 -0.15 -0.06 -0.05
O -3.7709 -2.5552 -0.2925 -0.06 0.00 -0.08
N -4.9313 -3.1616 -2.1437 0.09 -0.08 -0.02
N -5.0908 -1.0181 -1.3149 0.12 0.10 0.04
H -5.5661 -2.9453 -2.8884 -0.02 0.02 0.02
H -4.5512 -4.0877 -2.0813 -0.03 0.00 0.01
H -4.8319 -0.3347 -0.6286 -0.07 -0.02 0.03
H -5.7289 -0.7585 -2.0430 -0.01 -0.03 0.00


43
Properties=species:S:1:pos:R:3:forces:R:3 method="wB97M-V/def2-TZVPD" spin_multiplicity=5 lumo_ev="-6.95 / -9.46" s2=6.02 relative_energy_kcal_mol=14.06 orbital_gap_ev="8.663 / 6.140" total_charge=+2
C -2.7263 0.1495 -3.8955 0.19 0.18 -0.09
C -2.2802 -1.0282 -3.2911 0.02 0.01 0.07
C -1.4693 -1.0261 -2.1498 -0.32 0.39 0.13
C -1.1502 0.2719 -1.5913 -0.21 -0.13 -0.50
C -1.4297 1.4432 -2.3379 -0.45 -0.34 -0.50
C -2.2504 1.3850 -3.4625 -0.05 0.02 0.15
C -1.3140 -2.3718 -1.4569 -0.63 -0.14 1.10
C -0.2067 -3.4633 -1.7695 -0.38 -1.37 0.01
N 1.1515 -3.0538 -2.0132 -0.52 1.92 0.53
Os -0.8329 0.8741 0.3660 -1.31 -2.76 -0.75
C -0.9120 2.7667 -1.8296 0.29 0.61 0.62
P 0.4598 2.3043 -0.6547 1.99 2.48 -3.72
H -2.6497 -1.9923 -3.6609 0.16 0.41 0.09
H -2.5742 2.3192 -3.9250 0.10 -0.35 -0.05
H -3.4531 0.1051 -4.7046 0.25 -0.03 0.10
H -1.6732 3.3576 -1.3003 0.05 -0.16 -0.11
H -0.4791 3.4357 -2.5817 -0.18 -0.23 -0.21
H -1.2639 -2.2091 -0.3706 0.16 -0.02 -0.64
H -2.2979 -2.9103 -1.5792 1.16 0.28 -0.09
H -0.1460 -4.1094 -0.8665 -0.36 0.31 -0.68
C 1.3017 3.7080 0.0949 -0.11 0.23 0.61
C 1.7046 1.6933 -1.8481 0.16 -0.16 0.20
H -0.5549 -4.0855 -2.6273 0.43 0.49 0.39
C 1.4495 -2.3378 -3.2174 0.23 0.29 -0.93
C 2.0420 -2.8203 -0.8915 0.38 -0.78 0.63
H -0.3616 1.8615 1.7363 -0.42 0.88 1.12
H 1.9655 -2.9897 -3.9342 0.03 -0.12 0.11
H 0.5415 -1.9878 -3.7227 0.06 -0.18 0.27
H 2.1188 -1.4871 -3.0256 -0.15 -0.34 0.10
H 3.0752 -3.0875 -1.1729 -0.37 0.12 -0.03
H 2.0618 -1.7558 -0.5690 -0.29 -0.45 -0.42
H 1.7338 -3.4516 -0.0425 0.14 0.33 -0.34
H 2.0566 2.5191 -2.4851 -0.10 -0.16 0.32
H 2.5530 1.2888 -1.2827 -0.05 0.07 -0.21
H 1.2787 0.9134 -2.4872 0.05 0.17 0.19
H 1.2903 4.5798 -0.5655 -0.03 -0.15 0.01
H 0.8292 3.9732 1.0488 0.11 0.13 -0.24
H 2.3477 3.4395 0.2952 -0.25 0.01 -0.07
H 0.3691 1.6710 1.4566 0.38 -0.76 0.43
O -0.7657 -1.9664 2.8799 -0.34 2.41 -1.78
C -0.9740 -0.9582 2.2235 0.18 -2.24 2.84
O -1.4496 -0.8882 0.9917 -0.23 -0.11 0.21
H -0.8349 0.0993 2.5723 0.20 -0.77 1.13


41
Properties=species:S:1:pos:R:3:forces:R:3 method="wB97M-V/def2-TZVPD" lumo_ev=2.41 orbital_gap_ev=7.420 total_charge=-1
C 4.2304 -2.4143 -2.1071 -0.37 0.49 0.38
C 3.4250 -1.1530 -1.6476 -0.56 1.60 0.39
C 3.9103 0.1771 -1.9282 -1.43 -0.13 0.76
C 3.1605 1.3471 -1.4793 -0.49 -1.97 0.31
C 1.9278 1.2273 -0.7379 0.94 -0.70 -0.61
C 1.2297 2.5392 -0.2756 0.20 0.02 0.45
C 0.0417 2.9978 -1.2018 -0.01 0.81 0.17
C 0.8366 2.5072 1.2790 0.38 -0.26 -0.71
C 1.4086 -0.1247 -0.4508 1.52 0.88 -1.26
O 0.2196 -0.1749 0.2322 1.64 -1.05 -0.66
C -0.0923 -1.4836 0.7742 -0.16 -0.48 0.29
Nb -1.7085 -1.4089 2.3815 -0.05 0.43 -1.28
C -3.1007 -0.1782 1.0651 -2.83 -1.43 0.58
C -4.5282 -1.0286 0.9510 -0.16 2.14 -2.64
C -5.3732 -0.7207 -0.4047 -0.80 0.35 4.80
O -5.7468 -0.2265 1.0341 1.70 -2.25 -0.05
C 2.1632 -1.2717 -0.9261 0.52 0.57 -0.22
H 3.5996 -3.0342 -2.7973 0.71 0.54 0.46
H 5.1917 -2.0962 -2.5944 -1.03 -0.33 0.26
H 4.5132 -3.0658 -1.2387 -0.35 0.61 -0.64
H 4.8478 0.3360 -2.5009 -0.70 -0.22 0.50
H 3.5805 2.3483 -1.7178 -0.49 -0.76 0.30
H 2.0121 3.3471 -0.3488 -0.61 -0.89 -0.21
H -0.9719 2.7235 -0.8095 0.96 -0.10 -0.35
H 0.1476 2.6714 -2.2651 -0.03 0.04 0.90
H 0.0655 4.1264 -1.2247 -0.16 -1.02 0.02
H 1.3990 3.3061 1.8250 -0.65 -0.50 -0.43
H -0.2720 2.6346 1.3986 1.12 -0.27 0.14
H 1.1818 1.5256 1.6917 -0.69 0.93 -0.13
H -0.4695 -2.1818 -0.0356 0.33 0.73 0.58
H 0.8032 -2.0000 1.2310 -0.56 0.71 -0.51
H -2.5214 -2.9294 1.7549 -0.05 -0.60 -0.13
H -0.7365 -2.4065 3.5555 -0.07 -0.26 0.51
H -0.9176 0.1512 2.9796 0.16 -0.05 0.15
H -2.9407 -1.2080 3.7331 0.15 0.38 0.17
H -3.4724 0.7471 1.5706 0.66 -0.39 -0.64
H -2.7536 -0.0302 0.0145 -0.09 0.17 0.90
H -4.5431 -2.1038 1.3401 -0.39 1.71 -0.59
H -6.1569 -1.4877 -0.5964 0.76 0.82 -0.73
H -5.3827 0.3254 -0.7714 0.72 -1.40 -1.18
H 1.7927 -2.3101 -0.7520 0.23 1.14 -0.03


no.,energy (Ha)
1,-1298.055297
2,-937.658191
3,-1184.296643
4,-754.928942